No. 1
Molecular formula: C3H7N
Method: DFT, ωB97M-V with the def2-TZVPD basis set

Structure (ORCA input):
```
! RIJCOSX wB97M-V def2-TZVPD def2/J DEFGRID3
* xyz 0 1
C 0.0597 -0.6308 1.3157
C -0.0450 0.1134 0.0023
C -0.0838 -0.5712 -1.3537
N -0.0502 1.4506 0.0139
H 0.4102 0.1015 2.0398
H 0.7075 -1.5064 1.2774
H -0.9456 -0.9644 1.6104
H 0.9104 -0.7863 -1.7289
H 1.0087 1.0923 0.2110
H -0.6497 -1.5018 -1.3543
H -0.5659 0.1298 -2.0218
*
```

Results
- highest occupied orbital energy (eV) = -7.96
- SMILES = CC(C)=N
- frontier orbital gap (eV) = 8.758
- largest force on an atom (hartree/bohr) = 0.0558

No. 2
Molecular formula: C3H7N2
Method: DFT, ωB97M-V with the def2-TZVPD basis set

Structure (ORCA input):
```
! RIJCOSX wB97M-V def2-TZVPD def2/J DEFGRID3
* xyz 1 1
C -1.0145 1.0067 -0.1283
C -0.8505 -0.9986 0.0293
C 0.1399 0.1061 -0.3897
N -1.7744 0.1023 0.2281
N 1.3366 0.2314 0.4085
H -1.3046 2.0422 -0.2600
H -1.3091 -1.7083 -0.6709
H -0.5243 -1.4491 0.8636
H 0.6140 -0.0030 -2.1462
H 1.7166 -0.6736 0.6193
H 1.0382 0.3664 1.3943
H 1.9320 0.9774 0.0519
*
```

Results
- highest occupied orbital energy (eV) = -14.29
- frontier orbital gap (eV) = 9.495
- largest force on an atom (hartree/bohr) = 0.1128

No. 3
Molecular formula: C3H7N2
Method: DFT, ωB97M-V with the def2-TZVPD basis set

Structure (ORCA input):
```
! RIJCOSX wB97M-V def2-TZVPD def2/J DEFGRID3
* xyz 1 1
C 1.2118 0.4091 -0.8537
C -1.3322 0.6371 0.0152
C -0.4558 -0.2397 0.8230
N 0.5878 1.4424 -0.9507
N 0.6526 -0.7702 -0.0362
H 2.1784 0.1847 -1.2885
H -1.7360 1.5304 0.4539
H -1.8024 0.2576 -0.8761
H -1.0080 -1.0919 1.2351
H -0.0018 0.3229 1.6439
H 0.3056 -1.4819 -0.6929
H 1.4000 -1.2005 0.5269
*
```

Results
- highest occupied orbital energy (alpha / beta) (eV) = -14.59 / -14.59
- frontier orbital gap (alpha / beta) (eV) = 9.143 / 9.142
- largest force on an atom (hartree/bohr) = 0.0696